1.
{"formula": "C28H67Ca2CuN4O8", "method": "ωB97M-V with the def2-TZVPD basis set", "gap_ev": 2.82, "homo_ev": -16.07, "total_charge": 4, "symbols": ["Cu", "Ca", "Ca", "O", "O", "O", "O", "O", "O", "O", "O", "N", "N", "N", "N", "C", "C", "C", "C", "C", "C", "C", "C", "C", "C", "C", "C", "C", "C", "C", "C", "C", "C", "C", "C", "C", "C", "C", "C", "C", "C", "C", "C", "H", "H", "H", "H", "H", "H", "H", "H", "H", "H", "H", "H", "H", "H", "H", "H", "H", "H", "H", "H", "H", "H", "H", "H", "H", "H", "H", "H", "H", "H", "H", "H", "H", "H", "H", "H", "H", "H", "H", "H", "H", "H", "H", "H", "H", "H", "H", "H", "H", "H", "H", "H", "H", "H", "H", "H", "H", "H", "H", "H", "H", "H", "H", "H", "H", "H", "H"], "positions_angstrom": [[12.611, -5.253, 6.928], [14.051, -2.786, 7.590], [11.368, -3.140, 8.635], [12.735, -4.043, 8.460], [16.908, -6.591, 12.122], [9.649, -1.887, 8.042], [10.706, -5.438, 12.644], [8.780, -7.312, 5.840], [17.449, -6.246, 8.290], [14.972, -1.107, 6.305], [14.642, -6.345, 7.043], [15.940, -3.657, 7.221], [10.031, -4.132, 9.820], [11.687, -7.063, 7.133], [16.989, -5.365, 12.635], [14.980, -5.389, 14.184], [16.801, -2.497, 7.009], [17.886, -7.478, 8.687], [15.476, -6.238, 5.916], [17.014, -2.425, 12.662], [14.081, -7.594, 7.219], [10.279, -5.492, 10.290], [19.577, -5.401, 12.736], [14.834, -4.634, 11.708], [11.503, -5.746, 13.714], [12.815, -7.489, 7.943], [16.266, -1.576, 5.827], [9.252, -0.851, 7.150], [18.351, -4.742, 10.584], [16.077, -3.310, 13.541], [18.252, -4.690, 12.145], [11.322, -5.587, 11.452], [10.378, -7.085, 7.846], [9.279, -6.535, 6.993], [8.490, -2.524, 8.657], [8.049, -8.511, 6.193], [15.748, -4.712, 13.023], [16.339, -4.231, 8.507], [8.885, -3.976, 8.889], [13.460, -4.831, 9.431], [18.354, -3.263, 12.719], [14.514, 0.112, 5.657], [16.267, -5.736, 8.820], [20.549, -4.940, 12.564], [10.686, -6.045, 9.443], [17.709, -2.913, 6.573], [12.648, -5.309, 9.979], [12.875, -6.600, 8.571], [16.423, -6.755, 6.073], [9.329, -5.916, 10.613], [10.420, -6.404, 8.696], [15.248, -4.242, 10.779], [8.560, -0.164, 7.636], [17.060, -1.949, 7.915], [16.632, -2.148, 11.679], [11.703, -4.791, 14.200], [17.193, -1.404, 13.000], [14.166, -3.884, 12.133], [8.524, -5.982, 7.552], [8.170, -1.838, 9.441], [14.997, -6.651, 5.028], [17.668, -7.678, 9.737], [19.623, -6.398, 12.297], [9.601, -5.622, 6.493], [15.773, -5.194, 5.814], [14.194, -5.515, 11.757], [19.238, -4.164, 10.324], [18.439, -5.765, 10.220], [17.573, -4.265, 9.988], [15.253, -6.439, 14.071], [15.174, -2.700, 13.502], [18.963, -7.628, 8.756], [10.858, -6.027, 14.547], [7.692, -2.526, 7.915], [12.075, -4.820, 11.270], [14.138, -4.323, 10.116], [13.565, -0.141, 5.182], [15.738, -3.651, 9.207], [13.904, -5.218, 14.156], [8.489, -9.132, 6.974], [16.233, -2.094, 4.869], [14.164, -5.447, 8.871], [15.358, -5.216, 15.192], [17.408, -4.081, 8.653], [16.924, -0.731, 5.623], [11.704, -7.633, 6.299], [8.706, -1.305, 6.322], [11.818, -6.556, 11.504], [14.063, -8.111, 6.260], [10.216, -0.435, 6.855], [7.067, -8.159, 6.510], [9.043, -4.542, 7.971], [19.636, -5.694, 13.785], [14.259, 0.855, 6.412], [12.586, -8.442, 8.420], [10.065, -3.579, 10.664], [10.105, -8.099, 8.138], [12.340, -6.412, 13.501], [16.265, -6.135, 9.834], [16.087, -4.347, 6.498], [15.378, -6.098, 8.304], [17.433, -8.154, 7.962], [8.065, -4.643, 9.158], [18.827, -3.254, 13.700], [16.525, -3.209, 14.530], [7.909, -9.038, 5.249], [18.835, -2.489, 12.121], [14.719, -8.072, 7.962], [15.139, 0.518, 4.861], [16.775, -7.100, 12.925]], "lowdin_charge": [0.498, 1.591, 1.484, -0.865, 0.005, -0.401, -0.128, -0.159, -0.193, -0.377, -0.297, -0.239, -0.197, -0.050, -0.159, 0.011, -0.127, -0.082, 0.002, -0.155, -0.163, -0.117, -0.012, -0.029, -0.089, -0.176, -0.114, -0.029, -0.004, -0.135, -0.380, -0.242, -0.131, -0.196, -0.112, -0.048, -0.436, -0.185, -0.153, -0.162, -0.123, -0.020, -0.221, 0.094, 0.026, 0.157, 0.061, 0.082, 0.134, 0.172, 0.016, 0.040, 0.122, 0.153, 0.084, 0.106, 0.117, 0.095, 0.102, 0.160, 0.136, 0.097, 0.069, 0.110, 0.073, 0.095, 0.115, 0.068, 0.020, 0.084, 0.111, 0.121, 0.120, 0.149, 0.085, 0.023, 0.091, 0.092, 0.052, 0.085, 0.141, 0.068, 0.109, 0.114, 0.147, 0.152, 0.115, 0.151, 0.168, 0.099, 0.098, 0.079, 0.090, 0.107, 0.173, 0.154, 0.156, 0.098, 0.129, 0.058, 0.038, 0.101, 0.157, 0.130, 0.137, 0.108, 0.116, 0.163, 0.121, 0.119]}



2.
{"formula": "C37H57BrN5OPt", "method": "ωB97M-V with the def2-TZVPD basis set", "gap_ev": [5.25, 6.15], "homo_ev": [-8.36, -9.23], "multiplicity": 3, "total_charge": 1, "symbols": ["Pt", "Br", "O", "N", "N", "N", "N", "N", "C", "C", "C", "C", "C", "C", "C", "C", "C", "C", "C", "C", "C", "C", "C", "C", "C", "C", "C", "C", "C", "C", "C", "C", "C", "C", "C", "C", "C", "C", "C", "C", "C", "C", "C", "C", "C", "H", "H", "H", "H", "H", "H", "H", "H", "H", "H", "H", "H", "H", "H", "H", "H", "H", "H", "H", "H", "H", "H", "H", "H", "H", "H", "H", "H", "H", "H", "H", "H", "H", "H", "H", "H", "H", "H", "H", "H", "H", "H", "H", "H", "H", "H", "H", "H", "H", "H", "H", "H", "H", "H", "H", "H", "H"], "positions_angstrom": [[3.398, -21.077, -1.857], [3.203, -19.414, -3.830], [2.966, -22.588, -3.177], [3.410, -19.630, -0.444], [4.885, -19.904, 1.354], [5.435, -21.774, -1.702], [3.249, -22.693, -0.715], [2.549, -19.960, 1.765], [2.833, -20.975, -4.911], [2.943, -25.209, 0.653], [2.684, -26.212, 2.992], [2.045, -25.800, -5.876], [2.490, -23.070, -6.637], [1.134, -20.415, 1.578], [7.587, -21.921, -2.714], [2.785, -19.762, 3.174], [1.961, -24.243, 0.552], [2.866, -20.174, -9.069], [2.757, -22.585, -9.565], [3.597, -19.849, 0.870], [5.388, -20.950, 2.197], [3.290, -25.261, -3.819], [2.210, -21.483, -8.654], [1.591, -27.262, 0.997], [5.979, -19.070, 0.745], [6.622, -23.831, -1.606], [4.049, -27.411, 1.228], [5.470, -23.106, -1.381], [2.748, -22.297, -4.457], [4.283, -23.583, -0.717], [4.060, -24.848, -0.086], [0.751, -24.691, -4.033], [8.979, -24.051, -2.545], [2.631, -20.719, -6.288], [8.679, -25.364, -3.285], [9.502, -24.497, -1.154], [7.712, -23.237, -2.306], [2.130, -24.760, -4.753], [2.462, -23.387, -5.340], [10.053, -23.261, -3.195], [0.704, -21.350, -8.854], [2.844, -26.515, 1.460], [2.102, -23.033, -0.172], [2.493, -21.778, -7.208], [6.460, -21.216, -2.327], [1.104, -21.484, 1.902], [0.718, -23.988, -3.134], [5.943, -18.086, 1.159], [2.525, -19.702, -6.641], [9.884, -23.613, -0.649], [1.762, -25.691, 3.165], [3.852, -22.589, -9.485], [3.367, -24.711, -2.886], [0.438, -25.735, -3.743], [0.242, -20.548, -8.258], [6.975, -19.554, 0.962], [2.909, -20.681, 3.805], [10.497, -22.559, -2.510], [0.713, -26.590, 1.041], [2.434, -19.296, -8.592], [1.282, -22.359, -0.281], [0.564, -19.810, 2.235], [1.519, -28.206, 1.590], [9.584, -25.935, -3.651], [5.783, -18.990, -0.333], [3.662, -19.101, 3.240], [2.933, -25.889, -6.555], [0.179, -22.333, -8.536], [4.225, -27.549, 0.158], [0.465, -21.228, -9.879], [5.713, -20.563, 3.185], [8.086, -25.165, -4.185], [2.334, -23.591, -9.369], [6.583, -24.957, -1.516], [2.486, -22.341, -10.623], [1.162, -25.759, -6.480], [1.745, -27.616, -0.013], [2.726, -19.965, -10.152], [2.079, -26.711, -5.323], [4.614, -21.744, 2.287], [2.746, -27.127, 3.666], [4.212, -25.171, -4.447], [2.731, -18.842, -0.606], [8.285, -21.365, -3.274], [-0.048, -24.324, -4.683], [10.322, -25.205, -1.189], [3.492, -25.580, 3.354], [0.992, -24.332, 1.049], [3.906, -20.161, -8.809], [6.388, -20.178, -2.599], [4.043, -28.396, 1.731], [10.826, -23.906, -3.538], [0.716, -20.307, 0.563], [8.672, -24.959, -0.542], [8.152, -26.129, -2.594], [9.693, -22.674, -4.073], [3.294, -26.316, -3.566], [1.857, -19.300, 3.615], [4.882, -25.624, -0.233], [2.509, -23.857, -7.419], [4.955, -26.871, 1.568], [6.233, -21.386, 1.702]], "lowdin_charge": [1.057, 0.785, -0.300, -0.136, -0.155, -0.008, -0.108, -0.117, -0.518, -0.143, -0.032, -0.071, 0.010, -0.022, 0.026, -0.076, 0.021, -0.068, -0.056, -0.414, -0.075, -0.037, -0.590, -0.044, -0.007, 0.067, -0.070, -0.197, -0.355, -0.177, 0.066, -0.031, -0.570, -0.076, -0.049, -0.044, -0.117, -0.496, -0.118, -0.063, -0.045, -0.547, -0.104, -0.168, -0.092, 0.096, 0.091, 0.075, 0.089, 0.084, 0.067, 0.095, 0.043, 0.096, 0.092, 0.108, 0.106, 0.089, 0.088, 0.072, 0.095, 0.066, 0.107, 0.105, 0.066, 0.099, 0.106, 0.119, 0.083, 0.063, 0.105, 0.088, 0.082, 0.138, 0.098, 0.081, 0.084, 0.102, 0.063, 0.102, 0.114, 0.105, 0.085, 0.103, 0.080, 0.090, 0.077, 0.122, 0.084, 0.113, 0.105, 0.083, 0.092, 0.094, 0.105, 0.102, 0.071, 0.103, 0.125, 0.109, 0.092, 0.072]}



3.
{"formula": "C2N2OS", "method": "ωB97M-V with the def2-TZVPD basis set", "gap_ev": [6.68, 6.52], "homo_ev": [-9.70, -9.48], "symbols": ["S", "O", "N", "N", "C", "C"], "positions_angstrom": [[-3.229, -0.044, 0.168], [2.970, -0.099, -0.145], [-1.726, -0.128, -0.297], [0.522, 0.538, -0.022], [-0.607, 0.316, -0.026], [2.070, -0.583, 0.322]], "lowdin_charge": [0.771, 0.043, -0.434, 0.146, -0.414, -0.113]}



4.
{"formula": "C5H12N", "method": "ωB97M-V with the def2-TZVPD basis set", "gap_ev": [10.72, 8.61], "homo_ev": [-9.45, -9.60], "multiplicity": 2, "symbols": ["N", "C", "C", "C", "C", "C", "H", "H", "H", "H", "H", "H", "H", "H", "H", "H", "H", "H"], "positions_angstrom": [[-1.961, 0.186, -0.703], [-1.149, 0.679, 0.383], [1.176, 0.130, -0.582], [0.179, 1.225, -0.214], [2.247, -0.270, 0.480], [-2.584, -0.906, -0.574], [1.881, -1.194, 0.933], [-3.234, -1.297, -1.343], [1.725, 0.329, -1.499], [0.559, -0.766, -0.742], [2.384, 0.386, 1.346], [0.428, 1.998, 0.517], [-2.535, -1.396, 0.405], [-0.921, -0.155, 1.080], [-0.030, 1.755, -1.141], [3.232, -0.328, 0.015], [-1.688, 1.469, 0.901], [0.291, -1.845, 0.737]], "lowdin_charge": [-0.046, -0.269, -0.274, -0.208, -0.125, -0.059, -0.001, 0.063, 0.097, 0.051, 0.069, 0.102, 0.067, 0.079, 0.099, 0.064, 0.113, 0.178]}



For each record above, in turn, the calculated M values are 731.57 862.88 100.10 86.16 g mol⁻¹.
For each record above, in turn, the calculated energy above the lowest of the compared OMol25 structures with the same formula, charge and spin values are 15.0636 1.1862 1.8555 2.3140 eV.